A structure of composition C48H38GeN4Ta. Source: the Open Molecules 2025 dataset; level of theory: the ωB97M-V functional and the def2-TZVPD basis.

Atoms and positions in Å:
1 Ta -0.035 -0.215 -0.007
2 C -0.110 5.375 5.382
3 C 1.012 5.004 4.654
4 C 0.921 3.995 3.706
5 C -0.292 3.350 3.487
6 C -1.416 3.724 4.216
7 C -1.324 4.736 5.163
8 C -0.373 2.271 2.456
9 C -0.476 0.958 2.886
10 C -0.571 0.531 4.256
11 C -0.717 -0.809 4.256
12 C -0.686 -1.247 2.888
13 N -0.509 -0.155 2.069
14 C -0.803 -2.564 2.463
15 C -0.822 -2.972 1.136
16 C -0.873 -4.332 0.702
17 C -0.854 -4.341 -0.651
18 C -0.812 -2.985 -1.103
19 C -0.812 -2.591 -2.438
20 C -0.923 -3.661 -3.478
21 C -2.129 -4.334 -3.643
22 C -2.253 -5.323 -4.609
23 C -1.168 -5.645 -5.413
24 C 0.039 -4.975 -5.253
25 C 0.161 -3.983 -4.289
26 C -0.751 -1.273 -2.868
27 N -0.596 -0.176 -2.052
28 C -0.674 0.942 -2.863
29 C -0.596 2.259 -2.441
30 C -0.657 3.334 -3.478
31 C 0.515 3.932 -3.929
32 C 0.460 4.933 -4.889
33 C -0.767 5.339 -5.398
34 C -1.939 4.745 -4.949
35 C -1.884 3.742 -3.989
36 C -0.490 2.672 -1.112
37 C -0.478 4.024 -0.677
38 C -0.408 4.028 0.679
39 C -0.372 2.678 1.121
40 N -0.400 1.848 0.005
41 C -0.847 0.517 -4.225
42 C -0.904 -0.831 -4.227
43 N -0.796 -2.153 0.011
44 C -0.918 -3.623 3.515
45 C -2.165 -3.948 4.037
46 C -2.279 -4.926 5.016
47 C -1.146 -5.584 5.474
48 C 0.102 -5.263 4.955
49 C 0.216 -4.283 3.977
50 H -0.040 6.164 6.119
51 H 1.960 5.499 4.822
52 H 1.795 3.701 3.134
53 H -2.362 3.227 4.037
54 H -2.202 5.027 5.725
55 H -0.541 1.193 5.107
56 H -0.835 -1.463 5.106
57 H -0.914 -5.180 1.367
58 H -0.871 -5.197 -1.306
59 H -2.976 -4.077 -3.016
60 H -3.196 -5.839 -4.734
61 H -1.263 -6.417 -6.165
62 H 0.887 -5.226 -5.878
63 H 1.101 -3.459 -4.161
64 H 1.469 3.611 -3.526
65 H 1.375 5.394 -5.237
66 H -0.809 6.121 -6.145
67 H -2.896 5.061 -5.342
68 H -2.795 3.275 -3.632
69 H -0.535 4.877 -1.335
70 H -0.396 4.885 1.333
71 H -0.936 1.184 -5.067
72 H -1.052 -1.486 -5.071
73 H -3.049 -3.434 3.675
74 H -3.253 -5.173 5.419
75 H -1.235 -6.347 6.236
76 H 0.988 -5.773 5.311
77 H 1.188 -4.026 3.573
78 C 4.348 0.398 1.611
79 Ge 3.397 0.632 -0.055
80 C 4.508 0.142 -1.555
81 C 2.829 2.481 -0.231
82 C 1.852 -0.590 -0.044
83 H 5.304 0.923 1.580
84 H 4.537 -0.661 1.792
85 H 3.759 0.788 2.443
86 H 5.452 0.690 -1.526
87 H 4.001 0.365 -2.495
88 H 4.725 -0.926 -1.525
89 H 3.692 3.149 -0.270
90 H 2.215 2.774 0.621
91 H 2.248 2.621 -1.145
92 H 2.124 -1.652 -0.080

Computed properties:
- E_tot: -4204.77069 Eh
- HOMO: -10.2 eV
- Lowest unoccupied orbital energy: -0.157 Eh
- Gap between HOMO and LUMO: 5.91 eV
- Charge: +1

Atomic partial charges in e from the Löwdin method, atoms 1 to 6: number 1, Ta, carries 1.74; number 2, C, carries -0.07; number 3, C, carries -0.06; number 4, C, carries -0.03; number 5, C, carries -0.23; number 6, C, carries -0.03

=====

A structure of composition C48H38N12S2Si2Ta. Source: the Open Molecules 2025 dataset; level of theory: the ωB97M-V functional and the def2-TZVPD basis.

Atoms and positions in Å:
1 Ta -0.117 0.116 0.196
2 C -4.054 -4.779 2.625
3 C -5.056 -3.809 2.530
4 C -4.782 -2.541 2.045
5 C -3.483 -2.282 1.635
6 C -2.833 -1.054 1.207
7 N -3.439 0.092 1.319
8 C -2.859 1.276 1.271
9 C -3.503 2.479 1.723
10 C -4.783 2.735 2.206
11 C -5.047 4.005 2.676
12 C -4.059 5.004 2.674
13 C -2.787 4.755 2.205
14 C -2.515 3.477 1.722
15 C -1.305 2.844 1.274
16 N -0.126 3.432 1.329
17 C 1.027 2.835 1.227
18 N 1.309 1.509 0.889
19 C 2.604 1.269 1.320
20 N 3.215 0.122 1.371
21 C 2.624 -1.043 1.211
22 N 1.280 -1.274 0.990
23 C 1.059 -2.623 1.193
24 N -0.102 -3.224 1.337
25 C -1.254 -2.620 1.290
26 N -1.505 -1.323 0.867
27 C -2.486 -3.254 1.719
28 C -2.753 -4.516 2.229
29 C 2.311 -3.287 1.433
30 C 2.618 -4.605 1.764
31 C 3.925 -4.887 2.103
32 C 4.913 -3.889 2.108
33 C 4.616 -2.584 1.778
34 C 3.297 -2.291 1.444
35 C 3.226 2.506 1.752
36 C 4.488 2.787 2.256
37 C 4.741 4.091 2.648
38 C 3.761 5.083 2.553
39 C 2.497 4.799 2.062
40 C 2.247 3.496 1.659
41 N -1.554 1.537 0.938
42 H -4.300 -5.754 3.025
43 H -6.059 -4.053 2.856
44 H -5.537 -1.767 1.993
45 H -5.531 1.953 2.225
46 H -6.030 4.239 3.062
47 H -4.303 5.985 3.059
48 H -2.015 5.513 2.220
49 H -1.963 -5.249 2.324
50 H 1.848 -5.364 1.768
51 H 4.198 -5.895 2.386
52 H 5.922 -4.155 2.393
53 H 5.363 -1.802 1.793
54 H 5.231 2.006 2.345
55 H 5.713 4.347 3.049
56 H 3.993 6.088 2.880
57 H 1.722 5.552 1.998
58 N -3.711 -1.595 -1.608
59 C -3.646 -0.241 -1.660
60 N -2.567 0.482 -1.537
61 C -2.850 1.817 -1.773
62 C -4.153 2.091 -2.037
63 S -5.092 0.655 -2.024
64 C -1.814 2.846 -1.762
65 C -2.080 4.156 -1.998
66 S -0.641 5.087 -1.967
67 C 0.249 3.629 -1.632
68 N -0.480 2.552 -1.531
69 N 1.603 3.689 -1.578
70 H -2.927 -2.095 -1.223
71 H -4.613 -2.017 -1.470
72 H -4.611 3.038 -2.259
73 H -3.026 4.626 -2.203
74 H 2.025 4.590 -1.437
75 H 2.100 2.901 -1.199
76 C -1.199 -1.389 -3.530
77 Si -0.342 -2.001 -1.945
78 C -1.123 -3.689 -1.503
79 C 1.432 -2.410 -2.452
80 C 1.709 -3.662 -3.007
81 C 2.958 -3.953 -3.534
82 C 3.951 -2.984 -3.517
83 C 3.682 -1.737 -2.973
84 C 2.427 -1.441 -2.436
85 Si 2.041 0.333 -1.915
86 C 3.728 1.110 -1.455
87 C 1.464 1.208 -3.506
88 H -0.636 -1.771 -4.386
89 H -1.232 -0.304 -3.609
90 H -2.221 -1.761 -3.613
91 H -1.269 -4.266 -2.418
92 H -2.096 -3.631 -1.009
93 H -0.473 -4.264 -0.842
94 H 0.937 -4.423 -3.045
95 H 3.150 -4.927 -3.966
96 H 4.926 -3.192 -3.940
97 H 4.461 -0.983 -2.986
98 H 4.316 1.226 -2.368
99 H 4.288 0.473 -0.771
100 H 3.665 2.097 -0.992
101 H 1.820 0.621 -4.356
102 H 1.883 2.211 -3.595
103 H 0.382 1.289 -3.585

Computed properties:
- E_tot: -3941.41687 Eh
- HOMO (spin up / spin down): -9.0 / -9.0 eV
- Lowest unoccupied orbital energy (spin up / spin down): -0.157 / -0.158 Eh
- Gap between HOMO and LUMO (spin up / spin down): 4.69 / 4.67 eV
- Charge: +1

Atomic partial charges in e from the Löwdin method, atoms 1 to 6: number 1, Ta, carries 1.65; number 2, C, carries -0.06; number 3, C, carries -0.05; number 4, C, carries 0.00; number 5, C, carries -0.12; number 6, C, carries -0.29

=====

A structure of composition C48H38N5O2P2Tl. Source: the Open Molecules 2025 dataset; level of theory: the ωB97M-V functional and the def2-TZVPD basis.

Atoms and positions in Å:
1 Tl 0.027 -0.794 1.427
2 O -4.537 -1.008 2.757
3 C -3.425 -0.934 2.192
4 N -2.222 -0.696 2.688
5 C -2.012 -0.561 4.067
6 C -2.819 -1.174 5.030
7 C -2.531 -1.087 6.387
8 C -1.425 -0.370 6.807
9 C -0.604 0.253 5.873
10 C -0.865 0.179 4.497
11 N -0.076 0.759 3.497
12 C 0.946 1.560 3.775
13 O 1.394 1.960 4.871
14 C 1.669 2.110 2.545
15 C 2.619 3.116 2.720
16 C 3.256 3.636 1.607
17 C 2.949 3.131 0.351
18 C 2.007 2.119 0.270
19 N 1.383 1.630 1.339
20 C -3.449 -1.090 0.672
21 C -4.678 -1.190 0.023
22 C -4.697 -1.305 -1.355
23 C -3.496 -1.326 -2.052
24 C -2.317 -1.222 -1.329
25 N -2.304 -1.105 -0.004
26 H -3.688 -1.715 4.692
27 H -3.181 -1.577 7.105
28 H -1.189 -0.285 7.863
29 H 0.257 0.816 6.193
30 H 2.817 3.461 3.725
31 H 3.985 4.431 1.715
32 H 3.421 3.502 -0.548
33 H 1.728 1.676 -0.685
34 H -5.574 -1.160 0.626
35 H -5.640 -1.369 -1.886
36 H -3.465 -1.399 -3.132
37 H -1.345 -1.184 -1.815
38 C -1.354 1.825 -2.466
39 P -1.280 2.032 -0.631
40 C -3.035 2.421 -0.218
41 C -3.954 2.966 -1.115
42 C -5.268 3.185 -0.732
43 C -5.682 2.864 0.557
44 C -4.776 2.334 1.462
45 C -3.458 2.118 1.073
46 C -0.580 3.725 -0.468
47 C 0.066 4.405 -1.497
48 C 0.657 5.642 -1.263
49 C 0.615 6.213 -0.001
50 C -0.013 5.533 1.037
51 C -0.595 4.298 0.806
52 C -0.041 1.341 -3.016
53 C 0.614 1.796 -4.158
54 C 1.779 1.001 -4.272
55 C 1.749 0.136 -3.180
56 C 2.785 -0.881 -2.816
57 P 4.081 -0.248 -1.627
58 C 3.757 -1.138 -0.053
59 C 3.880 -0.426 1.136
60 C 3.658 -1.039 2.364
61 C 3.325 -2.382 2.414
62 C 3.215 -3.111 1.235
63 C 3.424 -2.492 0.014
64 C 5.555 -1.191 -2.220
65 C 6.349 -1.998 -1.405
66 C 7.501 -2.601 -1.896
67 C 7.887 -2.414 -3.214
68 C 7.112 -1.605 -4.037
69 C 5.970 -0.997 -3.541
70 N 0.652 0.342 -2.409
71 H -1.649 2.752 -2.966
72 H -2.163 1.107 -2.640
73 H -3.642 3.216 -2.122
74 H -5.975 3.602 -1.441
75 H -6.715 3.019 0.849
76 H -5.087 2.046 2.458
77 H -2.754 1.678 1.774
78 H 0.150 3.951 -2.477
79 H 1.165 6.152 -2.074
80 H 1.086 7.172 0.182
81 H -0.028 5.954 2.036
82 H -1.052 3.757 1.628
83 H 0.277 2.580 -4.826
84 H 2.544 1.053 -5.037
85 H 3.330 -1.176 -3.716
86 H 2.324 -1.782 -2.406
87 H 4.120 0.631 1.101
88 H 3.710 -0.454 3.275
89 H 3.122 -2.856 3.366
90 H 2.935 -4.157 1.269
91 H 3.326 -3.068 -0.898
92 H 6.061 -2.164 -0.374
93 H 8.095 -3.227 -1.239
94 H 8.782 -2.888 -3.597
95 H 7.403 -1.441 -5.068
96 H 5.389 -0.353 -4.193

Computed properties:
- E_tot: -3131.52303 Eh
- HOMO: -1.7 eV
- Lowest unoccupied orbital energy: 0.150 Eh
- Gap between HOMO and LUMO: 5.78 eV
- Charge: -2

Atomic partial charges in e from the Löwdin method, atoms 1 to 6: number 1, Tl, carries 0.77; number 2, O, carries -0.05; number 3, C, carries -0.52; number 4, N, carries 0.00; number 5, C, carries -0.23; number 6, C, carries -0.05

=====

| no. | maximum force (eV Å⁻¹) |
| --- | --- |
| 1 | 1.4 |
| 2 | 3.7 |
| 3 | 0.1 |